Molecular formula: C20H31FIrN2OSi2
Method: DFT, wB97M-V/def2-TZVPD

Values from the calculation:
LUMO level (spin up / spin down) = 3.0 / 3.0 eV
HOMO level (spin up / spin down) = -3.474 / -3.470 eV
net charge = -1
E = -47585.19634 eV
Kohn-Sham gap (spin up / spin down) = 6.44 / 6.44 eV

```
58
Properties=species:S:1:pos:R:3:forces:R:3
Ir -0.251766 -0.633944 -0.134129 -1.544 2.039 -0.264
C 1.086181 1.874090 3.569041 -0.255 -0.039 -0.125
Si -0.294237 0.784004 2.844847 0.289 -0.386 0.423
C 0.282629 -1.007367 3.007772 -0.110 0.222 0.000
C -1.860392 0.974004 3.904410 0.176 0.096 -0.249
N -0.586862 1.046033 1.172787 0.695 -2.023 -1.309
C -1.070512 2.154847 0.537174 -0.342 0.883 -0.333
C -1.339109 3.373382 1.180812 0.138 -0.367 0.044
C -1.817345 4.476019 0.493167 -0.078 0.204 -0.151
C -2.007936 4.397181 -0.881430 -0.020 0.067 0.154
C -1.751965 3.206787 -1.539556 0.109 -0.281 -0.098
C -1.324490 2.054388 -0.858343 -0.165 0.810 0.183
N -1.146104 0.843300 -1.458178 1.031 -1.311 1.017
Si -1.618310 0.246729 -3.001451 0.025 -0.590 -0.407
C -0.115966 0.005920 -4.156882 -0.096 -0.056 0.174
C -2.856910 1.240656 -4.054707 0.119 0.203 0.384
C -2.460701 -1.429420 -2.733111 0.148 0.137 -0.087
H 1.302652 1.596413 4.604022 -0.040 -0.037 0.012
H 0.834976 2.936661 3.553785 -0.003 0.005 -0.016
H 2.003564 1.741802 2.990833 -0.010 -0.017 -0.035
H 0.425634 -1.301361 4.051408 0.005 0.083 0.038
H 1.230155 -1.162285 2.483100 -0.007 -0.028 -0.010
H -0.462761 -1.676444 2.570285 0.027 -0.027 0.021
H -1.683386 0.693834 4.945567 0.091 -0.008 -0.005
H -2.639976 0.319194 3.508722 0.001 -0.006 -0.019
H -2.249710 1.994033 3.892548 -0.002 0.003 -0.011
H -1.159449 3.441477 2.249156 -0.019 0.031 -0.004
H -2.031869 5.398511 1.020346 0.048 -0.017 0.025
H -2.349953 5.260444 -1.440454 -0.006 -0.005 0.008
H -1.881142 3.142203 -2.614164 -0.032 0.064 0.054
H 0.807233 0.388752 -3.718756 -0.047 0.035 0.031
H -0.263051 0.508941 -5.115507 -0.049 0.012 -0.006
H 0.036425 -1.056312 -4.364860 0.036 -0.007 -0.005
H -2.392183 2.070474 -4.591948 0.017 0.017 0.044
H -3.678029 1.643826 -3.457350 -0.013 -0.015 -0.005
H -3.286714 0.568244 -4.801406 0.060 -0.097 0.025
H -2.154674 -1.855065 -1.778656 0.013 -0.121 0.034
H -2.198729 -2.146881 -3.516140 -0.021 0.032 -0.049
H -3.549691 -1.336493 -2.719567 -0.007 0.096 -0.006
C -0.419176 -3.701462 0.571296 0.142 -0.368 -0.032
O -1.036397 -2.540934 0.128638 1.062 0.930 -0.113
H -1.175254 -4.378315 1.000628 0.049 0.023 -0.032
H 0.340272 -3.533183 1.351600 -0.043 0.017 -0.074
H 0.077347 -4.254964 -0.245134 -0.047 0.051 0.040
F 5.487295 -3.491037 1.863066 0.085 -0.076 0.068
C 4.551065 -2.817946 1.148464 -0.118 0.122 -0.080
C 4.447218 -1.450063 1.298828 0.133 -0.087 0.066
C 3.502429 -0.770373 0.551628 -0.330 0.019 -0.176
C 2.641487 -1.431164 -0.338353 0.739 -0.323 0.265
C 1.668790 -0.686167 -1.137608 -2.058 -0.073 0.680
C 2.788233 -2.822005 -0.448708 -0.231 0.284 -0.058
C 3.733606 -3.516529 0.283791 0.141 -0.095 0.078
H 5.109822 -0.930272 1.978532 -0.008 -0.018 0.022
H 3.410154 0.304826 0.654614 0.012 0.010 0.011
H 1.422759 -1.165846 -2.084237 0.277 -0.022 -0.084
H 1.941109 0.357162 -1.282724 0.023 0.012 -0.064
H 2.128026 -3.361365 -1.117942 0.047 0.004 -0.029
H 3.855687 -4.586938 0.180435 -0.036 -0.009 0.032
```
Positions in Å, forces in eV/Å.

These are the natural (NBO) partial charges, in e, on atoms 1 to 6: number 1, Ir, carries 1.0937; number 2, C, carries -1.1237; number 3, Si, carries 1.8138; number 4, C, carries -1.1390; number 5, C, carries -1.1219; number 6, N, carries -1.0805